# 1
Molecular formula: C25H45AsMgN7O11P2S2
Method: DFT, ωB97M-V with the def2-TZVPD basis set

- Charge: -2
- ΔE to the lowest compared entry with this formula, charge and spin: 0.00 kcal/mol
- LUMO energy (alpha / beta): 3.868 / 3.867 eV
- Calculated total energy: -6105.86509 a.u.
- Spin multiplicity: 2
- HOMO level (alpha / beta): 1.5 / -2.0 eV
- Expectation value of S²: 0.763
- Largest force on an atom: 0.026 Eh/bohr
- HOMO-LUMO gap (alpha / beta): 2.4 / 5.9 eV

Atoms and positions in Å:
Mg (1.19, -0.27, 0.87)
C (-2.87, 3.32, -1.74)
N (-2.42, 2.37, -0.75)
C (-3.48, 1.80, 0.05)
P (-0.89, 1.70, -0.81)
O (-0.74, 0.90, 0.43)
O (-0.96, 0.81, -2.15)
P (-0.89, -0.80, -2.35)
O (-0.25, -1.59, -1.28)
N (-0.27, -0.94, -3.86)
C (-0.08, 0.21, -4.75)
C (0.79, -1.95, -4.04)
N (-2.49, -1.25, -2.44)
C (-3.15, -1.61, -1.19)
C (-3.35, -0.57, -3.38)
N (0.08, 2.98, -1.14)
C (1.15, 3.32, -0.18)
C (0.51, 3.21, -2.53)
H (-3.60, 4.00, -1.28)
H (-3.35, 2.84, -2.60)
H (-2.04, 3.93, -2.09)
H (-4.00, 2.60, 0.59)
H (-3.07, 1.11, 0.78)
H (-4.23, 1.28, -0.56)
H (-0.84, 0.97, -4.56)
H (-0.19, -0.13, -5.78)
H (0.90, 0.65, -4.60)
H (0.65, -2.77, -3.34)
H (1.77, -1.51, -3.87)
H (0.71, -2.34, -5.06)
H (-2.42, -1.91, -0.45)
H (-3.84, -2.44, -1.37)
H (-3.73, -0.77, -0.79)
H (-2.81, -0.37, -4.31)
H (-3.72, 0.39, -2.99)
H (-4.21, -1.19, -3.62)
H (1.10, 2.72, 0.72)
H (1.05, 4.38, 0.08)
H (2.13, 3.14, -0.63)
H (-0.33, 3.13, -3.22)
H (1.29, 2.52, -2.83)
H (0.89, 4.24, -2.58)
O (1.20, 1.03, 2.43)
N (0.19, 1.24, 3.26)
C (-0.57, 2.33, 3.01)
C (-1.64, 2.71, 3.77)
C (-1.96, 1.90, 4.87)
C (-1.19, 0.81, 5.13)
C (-0.07, 0.40, 4.33)
S (0.86, -0.96, 4.69)
H (-0.25, 2.88, 2.14)
H (-2.21, 3.59, 3.50)
H (-2.79, 2.15, 5.52)
H (-1.39, 0.17, 5.98)
O (5.25, -1.77, 0.15)
As (4.46, -0.60, 1.23)
O (5.30, -0.60, 2.64)
O (2.85, -1.15, 1.27)
C (4.57, 1.04, 0.25)
C (5.33, 2.05, 0.81)
C (5.67, 3.21, 0.12)
C (5.27, 3.35, -1.25)
C (4.51, 2.38, -1.85)
C (4.11, 1.22, -1.15)
S (2.85, 0.27, -1.77)
O (1.66, 0.57, -0.85)
O (2.50, 0.71, -3.12)
O (3.16, -1.15, -1.70)
H (4.65, -1.86, -0.62)
H (5.68, 1.91, 1.82)
H (6.25, 3.99, 0.60)
H (5.59, 4.21, -1.83)
H (4.19, 2.49, -2.88)
C (-2.62, -1.38, 2.47)
N (-2.00, -2.66, 2.17)
C (-2.70, -3.84, 2.62)
C (-2.10, -5.06, 1.96)
C (-0.61, -5.08, 2.26)
N (0.01, -3.85, 1.84)
C (1.45, -3.87, 1.64)
C (-0.66, -2.67, 1.84)
O (-0.10, -1.61, 1.57)
H (-3.59, -1.32, 1.96)
H (-1.99, -0.58, 2.12)
H (-2.78, -1.27, 3.54)
H (-3.75, -3.73, 2.36)
H (-2.64, -3.93, 3.72)
H (-2.25, -5.00, 0.88)
H (-2.57, -5.97, 2.33)
H (-0.11, -5.90, 1.72)
H (-0.44, -5.25, 3.33)
H (1.69, -4.54, 0.81)
H (1.93, -4.24, 2.55)
H (1.86, -2.88, 1.44)

=====

# 2
Molecular formula: C12H17N
Method: DFT, ωB97M-V with the def2-TZVPD basis set

- Charge: -1
- ΔE to the lowest compared entry with this formula, charge and spin: 80.36 kcal/mol
- LUMO energy (alpha / beta): 3.450 / 3.359 eV
- Calculated total energy: -522.04430 a.u.
- Spin multiplicity: 2
- HOMO level (alpha / beta): 0.7 / -3.3 eV
- Expectation value of S²: 0.770
- Largest force on an atom: 0.106 Eh/bohr
- HOMO-LUMO gap (alpha / beta): 2.7 / 6.6 eV

Atoms and positions in Å:
C (3.27, 2.55, -1.21)
C (2.07, 2.97, -2.07)
H (2.85, 1.74, -0.66)
H (4.18, 2.31, -1.79)
H (3.59, 3.31, -0.48)
H (1.96, 2.37, -2.97)
H (1.15, 2.99, -1.50)
H (2.33, 4.01, -2.53)
C (-2.43, -1.46, -0.99)
C (-2.22, -1.65, -2.47)
C (-1.14, -0.87, -0.29)
C (-0.07, -0.25, -0.78)
C (-0.96, -1.19, 1.09)
C (-0.07, -0.13, 1.57)
C (-1.29, -2.20, 1.97)
C (0.16, 0.14, 2.89)
C (-0.81, -2.03, 3.33)
C (-0.11, -0.86, 3.76)
N (0.64, 0.38, 0.37)
H (-3.10, -0.67, -0.80)
H (-2.71, -2.39, -0.45)
H (-1.17, -1.50, -2.82)
H (0.43, -0.21, -1.65)
H (0.88, 1.31, 0.26)
H (-1.91, -3.13, 1.63)
H (0.78, 0.99, 3.26)
H (-0.86, -2.85, 4.07)
H (-0.06, -0.73, 4.87)
H (-2.65, -0.48, -2.68)
H (-2.73, -2.46, -2.94)

=====

# 3
Molecular formula: C20H20N2O4S2
Method: DFT, ωB97M-V with the def2-TZVPD basis set

- Charge: 0
- ΔE to the lowest compared entry with this formula, charge and spin: 1.99 kcal/mol
- LUMO energy: 0.568 eV
- Calculated total energy: -1980.99422 a.u.
- Structure (SMILES): Cc1ccc(S(=O)(=O)N2CCC[C@H]2C(=O)OCc2nc3ccccc3s2)cc1
- Spin multiplicity: 1
- HOMO level: -8.5 eV
- Largest force on an atom: 0.020 Eh/bohr
- HOMO-LUMO gap: 9.0 eV

Atoms and positions in Å:
C (1.98, 4.92, -3.97)
C (1.66, 3.82, -3.01)
C (0.39, 3.69, -2.47)
C (0.09, 2.66, -1.60)
C (1.08, 1.76, -1.26)
S (0.74, 0.46, -0.08)
O (1.49, -0.71, -0.45)
O (-0.68, 0.36, 0.10)
N (1.49, 1.12, 1.27)
C (0.66, 1.94, 2.14)
C (1.55, 2.16, 3.35)
C (2.25, 0.81, 3.50)
C (2.37, 0.28, 2.06)
C (1.98, -1.19, 1.98)
O (2.75, -2.10, 1.87)
O (0.67, -1.31, 2.16)
C (0.07, -2.59, 1.96)
C (-1.07, -2.42, 1.02)
N (-2.24, -2.07, 1.39)
C (-3.08, -1.91, 0.33)
C (-4.42, -1.51, 0.40)
C (-5.14, -1.40, -0.77)
C (-4.55, -1.69, -2.01)
C (-3.23, -2.08, -2.10)
C (-2.50, -2.19, -0.93)
S (-0.84, -2.65, -0.71)
C (2.36, 1.87, -1.78)
C (2.64, 2.90, -2.65)
H (2.04, 4.53, -4.98)
H (2.94, 5.37, -3.74)
H (1.22, 5.70, -3.96)
H (-0.38, 4.40, -2.75)
H (-0.89, 2.53, -1.18)
H (-0.26, 1.40, 2.40)
H (0.39, 2.86, 1.61)
H (2.29, 2.94, 3.12)
H (0.99, 2.45, 4.23)
H (1.61, 0.13, 4.08)
H (3.22, 0.88, 3.99)
H (3.40, 0.38, 1.67)
H (-0.29, -2.95, 2.93)
H (0.83, -3.27, 1.56)
H (-4.86, -1.29, 1.36)
H (-6.17, -1.09, -0.74)
H (-5.14, -1.59, -2.91)
H (-2.78, -2.30, -3.05)
H (3.10, 1.14, -1.49)
H (3.64, 2.99, -3.07)

=====

> Which of these has the highest charge?

C20H20N2O4S2

=====

Please write out number 3 again, unchanged.
Molecular formula: C20H20N2O4S2
Method: DFT, ωB97M-V with the def2-TZVPD basis set

- Charge: 0
- ΔE to the lowest compared entry with this formula, charge and spin: 1.99 kcal/mol
- LUMO energy: 0.568 eV
- Calculated total energy: -1980.99422 a.u.
- Structure (SMILES): Cc1ccc(S(=O)(=O)N2CCC[C@H]2C(=O)OCc2nc3ccccc3s2)cc1
- Spin multiplicity: 1
- HOMO level: -8.5 eV
- Largest force on an atom: 0.020 Eh/bohr
- HOMO-LUMO gap: 9.0 eV

Atoms and positions in Å:
C (1.98, 4.92, -3.97)
C (1.66, 3.82, -3.01)
C (0.39, 3.69, -2.47)
C (0.09, 2.66, -1.60)
C (1.08, 1.76, -1.26)
S (0.74, 0.46, -0.08)
O (1.49, -0.71, -0.45)
O (-0.68, 0.36, 0.10)
N (1.49, 1.12, 1.27)
C (0.66, 1.94, 2.14)
C (1.55, 2.16, 3.35)
C (2.25, 0.81, 3.50)
C (2.37, 0.28, 2.06)
C (1.98, -1.19, 1.98)
O (2.75, -2.10, 1.87)
O (0.67, -1.31, 2.16)
C (0.07, -2.59, 1.96)
C (-1.07, -2.42, 1.02)
N (-2.24, -2.07, 1.39)
C (-3.08, -1.91, 0.33)
C (-4.42, -1.51, 0.40)
C (-5.14, -1.40, -0.77)
C (-4.55, -1.69, -2.01)
C (-3.23, -2.08, -2.10)
C (-2.50, -2.19, -0.93)
S (-0.84, -2.65, -0.71)
C (2.36, 1.87, -1.78)
C (2.64, 2.90, -2.65)
H (2.04, 4.53, -4.98)
H (2.94, 5.37, -3.74)
H (1.22, 5.70, -3.96)
H (-0.38, 4.40, -2.75)
H (-0.89, 2.53, -1.18)
H (-0.26, 1.40, 2.40)
H (0.39, 2.86, 1.61)
H (2.29, 2.94, 3.12)
H (0.99, 2.45, 4.23)
H (1.61, 0.13, 4.08)
H (3.22, 0.88, 3.99)
H (3.40, 0.38, 1.67)
H (-0.29, -2.95, 2.93)
H (0.83, -3.27, 1.56)
H (-4.86, -1.29, 1.36)
H (-6.17, -1.09, -0.74)
H (-5.14, -1.59, -2.91)
H (-2.78, -2.30, -3.05)
H (3.10, 1.14, -1.49)
H (3.64, 2.99, -3.07)

=====

Please write out number 3 again, unchanged.
Molecular formula: C20H20N2O4S2
Method: DFT, ωB97M-V with the def2-TZVPD basis set

- Charge: 0
- ΔE to the lowest compared entry with this formula, charge and spin: 1.99 kcal/mol
- LUMO energy: 0.568 eV
- Calculated total energy: -1980.99422 a.u.
- Structure (SMILES): Cc1ccc(S(=O)(=O)N2CCC[C@H]2C(=O)OCc2nc3ccccc3s2)cc1
- Spin multiplicity: 1
- HOMO level: -8.5 eV
- Largest force on an atom: 0.020 Eh/bohr
- HOMO-LUMO gap: 9.0 eV

Atoms and positions in Å:
C (1.98, 4.92, -3.97)
C (1.66, 3.82, -3.01)
C (0.39, 3.69, -2.47)
C (0.09, 2.66, -1.60)
C (1.08, 1.76, -1.26)
S (0.74, 0.46, -0.08)
O (1.49, -0.71, -0.45)
O (-0.68, 0.36, 0.10)
N (1.49, 1.12, 1.27)
C (0.66, 1.94, 2.14)
C (1.55, 2.16, 3.35)
C (2.25, 0.81, 3.50)
C (2.37, 0.28, 2.06)
C (1.98, -1.19, 1.98)
O (2.75, -2.10, 1.87)
O (0.67, -1.31, 2.16)
C (0.07, -2.59, 1.96)
C (-1.07, -2.42, 1.02)
N (-2.24, -2.07, 1.39)
C (-3.08, -1.91, 0.33)
C (-4.42, -1.51, 0.40)
C (-5.14, -1.40, -0.77)
C (-4.55, -1.69, -2.01)
C (-3.23, -2.08, -2.10)
C (-2.50, -2.19, -0.93)
S (-0.84, -2.65, -0.71)
C (2.36, 1.87, -1.78)
C (2.64, 2.90, -2.65)
H (2.04, 4.53, -4.98)
H (2.94, 5.37, -3.74)
H (1.22, 5.70, -3.96)
H (-0.38, 4.40, -2.75)
H (-0.89, 2.53, -1.18)
H (-0.26, 1.40, 2.40)
H (0.39, 2.86, 1.61)
H (2.29, 2.94, 3.12)
H (0.99, 2.45, 4.23)
H (1.61, 0.13, 4.08)
H (3.22, 0.88, 3.99)
H (3.40, 0.38, 1.67)
H (-0.29, -2.95, 2.93)
H (0.83, -3.27, 1.56)
H (-4.86, -1.29, 1.36)
H (-6.17, -1.09, -0.74)
H (-5.14, -1.59, -2.91)
H (-2.78, -2.30, -3.05)
H (3.10, 1.14, -1.49)
H (3.64, 2.99, -3.07)

=====

> Look up the calculated total energy of the second one.

-522.04430 a.u.